a.
DFT (wB97M-V/def2-TZVPD) results for a cluster of 2 separate species, C3H9OS in total.

Last column: Löwdin spin population.
Geometry (Å):
C 0.759 2.375 -1.172  0.010
O 1.569 3.607 -1.092  0.003
H 0.250 2.167 -2.090  0.001
H 1.497 1.563 -0.995  0.002
H 0.108 2.396 -0.350  0.007
C -0.395 -3.103 0.780  0.084
S -0.578 -1.214 1.195  0.063
C -0.942 -0.549 -0.422  0.749
H -0.932 -3.670 -0.057  0.000
H -0.701 -3.642 1.578  0.007
H 0.635 -3.119 0.506  0.001
H -0.153 -0.755 -1.222  0.030
H 1.412 3.800 -2.006  0.000
H -1.959 -0.506 -0.863  0.043

HOMO level (alpha / beta)	-0.3223 / -0.3277	hartree
charge	0
2S+1	2
gap between HOMO and LUMO (alpha / beta)	9.69 / 8.24	eV
expectation value of S²	0.7559



b.
DFT (wB97M-V/def2-TZVPD) results for a cluster of 2 separate species, C3H9OS in total.

Last column: Löwdin spin population.
Geometry (Å):
C -1.315 -0.654 -3.136  0.108
O -1.023 -0.052 -1.966  0.798
H -1.605 0.060 -3.933  0.035
H -0.414 -1.098 -3.578  0.053
H -2.070 -1.443 -3.083  -0.001
C 1.194 -0.557 0.192  0.005
S 0.906 0.055 1.863  0.001
C -0.551 1.102 1.578  0.000
H 1.721 0.149 -0.441  0.000
H 0.284 -0.969 -0.214  0.002
H 1.861 -1.411 0.324  0.000
H -1.380 0.905 2.262  0.000
H -0.289 2.156 1.656  0.000
H -0.915 0.858 0.575  -0.001

HOMO level (alpha / beta)	-0.3027 / -0.3027	hartree
charge	0
2S+1	2
gap between HOMO and LUMO (alpha / beta)	9.10 / 6.48	eV
expectation value of S²	0.7540



The structure with the greatest stability is b.



a.
DFT (wB97M-V/def2-TZVPD) results for a cluster of 3 separate species, C2H10NO2 in total.

Last column: natural (NBO) charge in e.
Geometry (Å):
C 0.877 1.323 0.489  -0.088
C 1.313 1.604 1.715  -0.317
N 0.259 0.023 0.234  -0.732
H 1.237 1.799 -0.413  0.229
H 1.966 2.483 1.992  0.256
H 1.015 0.965 2.540  0.208
H 0.824 -0.847 0.237  0.476
H -0.425 0.078 -0.540  0.475
H -0.367 -0.256 0.991  0.437
H -0.459 -3.244 0.230  0.508
H -0.306 -2.509 -1.084  0.493
O -0.167 -2.393 -0.136  -0.982
H -2.377 -0.294 -2.225  0.506
H -1.601 0.972 -2.348  0.494
O -1.789 0.297 -1.682  -0.965

HOMO level	-0.5481	hartree
charge	+1
gap between HOMO and LUMO	11.69	eV



b.
DFT (wB97M-V/def2-TZVPD) results for a cluster of 3 separate species, C2H10NO2 in total.

Last column: natural (NBO) charge in e.
Geometry (Å):
C 0.664 -0.382 -1.023  -0.025
C 1.973 -0.069 -0.968  -0.397
N -0.279 -0.188 0.084  -0.749
H 0.205 -0.802 -1.911  0.223
H 2.282 0.197 -1.978  0.231
H 2.722 -0.587 -0.374  0.255
H -1.234 -0.115 -0.260  0.433
H -0.101 0.674 0.608  0.473
H -0.359 -1.103 0.687  0.477
H -2.060 -2.054 1.928  0.514
H -0.995 -3.022 1.455  0.510
O -1.377 -2.159 1.258  -0.952
H -1.242 3.116 0.044  0.481
H 0.176 3.596 0.034  0.494
O -0.376 2.898 0.415  -0.967

HOMO level	-0.5047	hartree
charge	+1
gap between HOMO and LUMO	9.85	eV



The structure with the greatest stability is a.



a.
DFT (wB97M-V/def2-TZVPD) results for a cluster of 3 separate species, C2H10NO2 in total.

Last column: natural (NBO) charge in e.
Geometry (Å):
C -0.041 -0.967 -1.077  -0.070
C -0.252 -2.279 -1.031  -0.344
N -0.194 -0.153 0.178  -0.730
H 0.375 -0.454 -1.932  0.232
H -0.647 -2.764 -1.914  0.246
H -0.050 -2.874 -0.142  0.225
H -0.800 -0.658 0.822  0.438
H -0.663 0.709 -0.162  0.481
H 0.675 0.008 0.706  0.470
H 1.846 0.128 2.953  0.492
H 1.005 1.293 3.156  0.498
O 1.092 0.576 2.529  -0.974
H -1.486 2.797 -1.281  0.503
H -0.169 2.310 -1.815  0.491
O -0.690 2.328 -0.991  -0.958

HOMO level	-0.5322	hartree
charge	+1
gap between HOMO and LUMO	11.12	eV



b.
DFT (wB97M-V/def2-TZVPD) results for a cluster of 3 separate species, C2H10NO2 in total.

Last column: natural (NBO) charge in e.
Geometry (Å):
C -0.265 1.069 0.181  -0.070
C 0.036 2.199 -0.426  -0.334
N 0.448 -0.190 -0.048  -0.711
H -1.062 1.007 0.906  0.229
H -0.655 3.021 -0.326  0.246
H 0.916 2.300 -1.035  0.218
H 1.404 -0.089 -0.372  0.438
H -0.108 -0.674 -0.776  0.482
H 0.523 -0.773 0.796  0.470
H 0.059 -1.072 3.453  0.499
H -1.216 -0.329 2.988  0.493
O -0.450 -0.816 2.684  -0.981
H 0.683 -2.434 -2.660  0.504
H -0.517 -1.567 -2.999  0.498
O 0.203 -1.654 -2.365  -0.981

HOMO level	-0.5518	hartree
charge	+1
gap between HOMO and LUMO	11.97	eV



The structure with the greatest stability is b.



a.
DFT (wB97M-V/def2-TZVPD) results for a cluster of 3 separate species, C2H10NO2 in total.

Last column: natural (NBO) charge in e.
Geometry (Å):
C 0.774 0.505 1.387  -0.432
C 1.293 2.306 -0.167  0.115
N 0.769 1.184 0.106  -0.383
H 1.080 -0.513 1.198  0.248
H 1.474 1.007 2.039  0.230
H -0.237 0.550 1.784  0.246
H 1.669 2.936 0.622  0.217
H 1.342 2.606 -1.210  0.229
H 0.518 0.562 -0.704  0.478
H -2.491 -2.890 -0.876  0.489
H -2.495 -2.825 0.622  0.501
O -2.027 -2.467 -0.143  -0.969
H -0.857 -1.325 -0.906  0.523
H -0.514 -0.932 -2.332  0.502
O -0.299 -0.705 -1.420  -0.993

HOMO level	-0.5724	hartree
charge	+1
gap between HOMO and LUMO	11.15	eV



b.
DFT (wB97M-V/def2-TZVPD) results for a cluster of 3 separate species, C2H10NO2 in total.

Last column: natural (NBO) charge in e.
Geometry (Å):
C -0.855 1.251 -0.511  -0.082
C -2.082 1.073 -0.059  -0.323
N 0.261 0.352 -0.211  -0.706
H -0.610 2.217 -0.931  0.234
H -2.679 1.963 0.079  0.247
H -2.475 0.111 0.245  0.218
H -0.051 -0.467 0.319  0.446
H 1.040 0.801 0.279  0.474
H 0.529 -0.121 -1.099  0.475
H 0.599 -2.794 -1.483  0.488
H -0.266 -2.390 -2.639  0.500
O 0.340 -2.010 -1.984  -0.977
H 2.261 0.678 3.004  0.494
H 2.192 -0.759 2.601  0.487
O 1.797 0.096 2.389  -0.976

HOMO level	-0.5485	hartree
charge	+1
gap between HOMO and LUMO	11.66	eV



c.
DFT (wB97M-V/def2-TZVPD) results for a cluster of 3 separate species, C2H10NO2 in total.

Last column: natural (NBO) charge in e.
Geometry (Å):
C -0.128 0.761 0.259  -0.073
C 0.393 1.190 1.411  -0.316
N 0.283 1.021 -1.156  -0.727
H -1.065 0.247 0.055  0.214
H 0.098 0.687 2.299  0.256
H 1.210 2.009 1.553  0.248
H -0.077 0.313 -1.832  0.485
H -0.089 1.895 -1.589  0.450
H 1.343 1.235 -1.257  0.454
H 2.522 -3.478 2.535  0.498
H 1.345 -3.022 1.469  0.474
O 1.976 -2.734 2.119  -0.971
H -2.710 -0.266 -1.165  0.494
H -2.909 0.093 -2.669  0.506
O -2.192 0.049 -2.034  -0.990

HOMO level	-0.5170	hartree
charge	+1
gap between HOMO and LUMO	10.54	eV



The structure with the greatest stability is a.



a.
DFT (wB97M-V/def2-TZVPD) results for a structure of composition C8H9NO3.

Last column: natural (NBO) charge in e.
Geometry (Å):
C 1.092 2.591 1.817  -0.241
C 0.419 0.801 0.168  0.273
C -0.972 1.112 0.521  -0.238
C -1.921 0.196 -0.080  -0.202
C -1.255 -0.722 -1.172  0.073
C 0.882 -0.286 -0.411  0.106
C 2.324 -0.832 -0.397  -0.665
C -2.099 -1.869 -1.591  0.757
H 0.196 3.179 1.560  0.188
H 2.122 3.134 1.977  0.221
H 1.094 1.733 2.911  0.158
H -1.352 1.924 1.100  0.235
H -3.077 0.285 -0.066  0.258
H 3.102 0.111 -0.545  0.225
H 2.823 -1.316 0.470  0.250
H 2.347 -1.319 -1.536  0.255
H -2.301 -4.194 -1.113  0.489
N -0.013 -0.993 -1.296  -0.328
O 1.340 1.570 0.906  -0.542
O -1.504 -3.190 -1.670  -0.728
O -3.247 -1.916 -1.553  -0.547

HOMO level	-0.3255	hartree
charge	0
gap between HOMO and LUMO	8.72	eV



b.
DFT (wB97M-V/def2-TZVPD) results for a cluster of 2 separate species, C8H9NO3 in total.

Last column: natural (NBO) charge in e.
Geometry (Å):
N -0.670 -2.645 -0.720  -0.645
C -0.469 -1.565 -0.217  0.458
C -0.161 -0.429 0.354  -0.263
C 1.272 -0.117 0.525  -0.163
C 1.656 0.754 1.470  -0.220
C 0.665 1.423 2.408  -0.230
C -0.629 1.451 1.970  -0.157
C -1.158 0.642 0.874  -0.444
H -1.185 -3.227 -0.119  0.375
H 1.940 -0.663 -0.045  0.201
H 2.672 0.983 1.777  0.207
H 1.142 1.930 3.192  0.212
H -1.331 1.875 2.773  0.211
H -1.732 1.138 0.118  0.244
H -1.940 0.037 1.396  0.225
O 0.495 1.111 -2.064  -0.607
C -0.009 0.063 -2.362  0.992
O 0.698 -0.991 -2.920  -0.723
O -1.317 -0.090 -2.506  -0.690
H 1.661 -0.851 -2.846  0.505
H -1.601 -0.828 -3.058  0.511

HOMO level	-0.2774	hartree
structure (SMILES)	N=C=C1C=CC=CC1.O=C(O)O
charge	0
gap between HOMO and LUMO	8.15	eV



The structure with the greatest stability is b.